(1)
Molecular formula: C36H28ClN9O7V
Method: DFT, the ωB97M-V functional and the def2-TZVPD basis

The geometry in XYZ format:
```
82
Properties=species:S:1:pos:R:3:lowdin_spin:R:1
V -0.177 0.477 0.586 1.86
Cl -3.392 9.307 0.696 0.00
O -3.925 -0.413 -0.150 0.00
O 0.987 -0.196 1.807 0.04
O -0.832 -6.791 1.917 0.19
O -2.103 1.849 4.042 0.01
O -1.706 -0.444 -0.111 0.01
O 0.552 -7.152 3.556 0.18
O 2.397 -0.487 3.472 0.05
N 1.028 -0.408 -1.036 0.00
N -0.813 3.270 -3.333 0.00
N -0.002 -6.376 2.751 0.19
N 0.671 2.559 1.850 0.01
N -1.526 1.043 1.980 0.00
N -0.330 1.853 -0.888 -0.01
N 4.056 -3.107 1.441 0.00
N 3.456 -0.597 0.371 0.00
N 0.383 -5.008 -6.352 0.00
C 0.839 -2.198 -3.149 0.01
C 1.727 -4.015 -4.636 0.00
C -1.857 3.515 0.056 0.00
C 1.022 -2.317 2.787 0.11
C -1.640 7.240 0.752 0.00
C -2.946 7.626 0.514 0.00
C -2.878 -0.187 0.417 0.00
C -0.445 1.929 -3.304 0.02
C -2.823 0.447 1.800 0.00
C 0.062 2.358 3.175 0.00
C -0.877 3.861 -2.211 0.01
C -1.311 1.700 3.106 0.01
C 4.717 -2.008 1.796 0.00
C -0.616 -4.215 -5.970 0.00
C 0.316 -5.035 2.778 0.07
C 0.683 -3.176 -4.248 0.00
C -2.232 4.955 0.210 0.00
C -0.522 -3.295 -4.942 0.00
C 1.611 -3.219 3.685 0.01
C 4.407 -0.759 1.278 0.00
C 1.518 -0.934 2.729 0.04
C 1.683 -2.456 -2.063 0.00
C 1.277 -4.549 3.689 0.07
C -0.628 3.264 -0.839 0.00
C 1.759 -1.528 -1.040 0.01
C -0.306 -4.131 1.893 0.07
C -1.296 5.910 0.600 0.00
C -3.536 5.379 -0.014 0.00
C 3.060 -2.941 0.585 0.00
C 0.316 -0.088 -2.123 0.01
C 2.770 -1.692 0.032 0.00
C 1.527 -4.899 -5.681 0.00
C -3.903 6.705 0.135 0.00
C 0.044 -2.802 1.912 0.01
C -0.225 1.297 -2.115 0.00
C 0.184 -0.970 -3.191 0.00
H -4.921 7.022 -0.040 0.00
H 2.265 -3.362 -2.002 0.00
H -3.640 1.177 1.892 0.00
H 2.690 -3.970 -4.149 0.00
H 0.763 3.550 1.633 0.00
H 2.332 -5.554 -5.996 0.00
H -1.054 -4.508 1.215 0.01
H 1.741 -5.252 4.363 0.01
H -3.021 -0.338 2.550 0.00
H -0.068 3.308 3.715 0.00
H 0.228 3.798 -0.377 0.00
H -1.548 -4.322 -6.513 0.00
H 5.520 -2.124 2.515 0.00
H 2.457 -3.809 0.355 0.00
H -0.432 -0.689 -4.030 0.00
H -0.277 5.610 0.795 0.00
H 2.368 -2.843 4.357 0.00
H -0.312 1.447 -4.254 0.00
H 0.707 1.716 3.787 0.00
H -4.279 4.655 -0.311 0.00
H -1.651 3.079 1.040 0.00
H -0.906 7.971 1.056 0.00
H 1.592 2.132 1.825 0.00
H -0.451 -2.124 1.219 0.00
H -1.381 -2.704 -4.667 0.00
H 4.937 0.126 1.604 0.00
H -1.167 4.909 -2.225 0.00
H -2.698 2.952 -0.363 0.00
```

Net charge: -2
Molecular weight in g mol⁻¹: 785.07
Energy relative to the best compared isomer or geometry (same formula, charge and spin) in kJ/mol: 0.0
Max |F| in eV/Å: 2.151
Multiplicity: 4
HOMO energy (alpha / beta) in eV: -0.217 / -2.810
Gap between HOMO and LUMO (alpha / beta) in eV: 3.55 / 6.09

=====

(2)
Molecular formula: C36H28CoN7O3S
Method: DFT, the ωB97M-V functional and the def2-TZVPD basis

The geometry in XYZ format:
```
76
Properties=species:S:1:pos:R:3:lowdin_spin:R:1
Co 1.400 -0.137 -0.609 1.70
S 1.158 -2.617 2.638 0.00
O 4.795 -2.049 -1.347 0.01
O -1.188 0.449 -3.781 0.02
O 1.741 -3.264 3.841 0.00
N 2.618 -1.254 -1.459 -0.02
N -0.415 -1.252 -0.323 0.10
N 0.628 1.157 0.528 0.16
N 0.576 2.810 -1.959 0.00
N 2.677 -0.139 0.707 0.07
N 0.666 -0.016 -2.481 0.04
N -7.509 3.101 3.332 0.00
C -0.399 2.371 2.156 0.00
C -4.003 1.272 0.573 0.01
C -3.187 1.060 2.821 0.01
C 0.883 2.745 2.208 0.00
C 4.977 0.631 2.104 0.00
C 5.040 -0.333 1.040 0.07
C -1.585 -0.689 0.147 0.08
C 1.040 -2.808 -4.964 0.00
C -2.148 -2.610 -0.878 0.07
C 2.191 -1.814 -2.659 0.00
C -0.525 1.299 1.160 0.05
C 2.143 -3.445 -4.418 0.00
C -0.811 4.694 -1.449 0.00
C 0.420 4.064 -1.549 0.00
C -0.513 2.123 -2.305 0.00
C 2.731 -2.943 -3.266 0.00
C -2.966 0.931 1.446 0.02
C 1.641 1.921 1.235 0.03
C -0.762 -2.384 -0.947 0.16
C -5.369 1.992 2.419 0.01
C -2.677 -1.545 -0.176 0.11
C -0.367 0.742 -2.911 0.01
C -4.371 1.581 3.305 0.00
C -1.788 2.684 -2.268 0.00
C 3.848 -1.419 -0.901 0.00
C -0.502 -3.342 2.450 0.00
C -1.661 0.495 0.908 0.18
C -5.183 1.811 1.046 0.00
C 3.896 -0.624 0.371 -0.01
C 2.521 0.765 1.840 0.03
C -6.561 2.596 2.920 0.00
C 0.508 -1.666 -4.379 0.01
C 1.066 -1.151 -3.205 0.00
C 3.809 1.183 2.472 0.04
C 1.874 -3.443 1.182 0.00
C -1.942 3.981 -1.817 0.00
H 5.966 -0.774 0.701 0.00
H 5.894 0.916 2.607 0.00
H -2.921 4.442 -1.773 0.00
H 2.543 -4.339 -4.882 0.00
H 3.599 -3.412 -2.831 0.00
H -2.624 2.091 -2.612 0.00
H -0.349 -1.185 -4.816 0.00
H -1.218 2.773 2.730 0.00
H -0.909 -3.048 1.483 0.00
H -5.959 2.120 0.359 0.00
H -0.406 -4.424 2.530 0.00
H -1.124 -2.960 3.257 0.00
H 0.574 -3.209 -5.857 0.00
H -2.678 -3.448 -1.303 0.00
H -4.534 1.686 4.370 0.00
H 1.865 0.290 2.588 0.01
H 1.328 3.488 2.854 0.00
H -0.877 5.721 -1.113 0.00
H 1.664 -2.798 0.329 0.00
H 1.442 -4.432 1.040 0.00
H -0.022 -3.008 -1.429 0.01
H 2.948 -3.516 1.346 0.00
H -2.418 0.734 3.510 0.00
H -3.848 1.142 -0.490 0.00
H 3.745 1.927 3.258 0.00
H -3.708 -1.375 0.090 0.00
H 1.329 4.601 -1.294 0.00
H 2.280 2.483 0.548 0.01
```

Net charge: -1
Molecular weight in g mol⁻¹: 697.67
Energy relative to the best compared isomer or geometry (same formula, charge and spin) in kJ/mol: 192.3
Max |F| in eV/Å: 1.066
Multiplicity: 4
HOMO energy (alpha / beta) in eV: -4.342 / -4.743
Gap between HOMO and LUMO (alpha / beta) in eV: 6.47 / 5.79

=====

(3)
Molecular formula: C36H28IIrN3OP
Method: DFT, the ωB97M-V functional and the def2-TZVPD basis

The geometry in XYZ format:
```
71
Properties=species:S:1:pos:R:3:lowdin_spin:R:1
Ir -2.655 0.396 1.844 0.84
I -3.694 -0.857 -0.294 0.01
P 0.442 0.467 -1.420 0.00
O -2.361 1.157 3.567 0.08
N -0.512 -0.193 3.601 0.01
N -0.854 -0.255 -0.602 0.02
N -0.912 -0.436 2.298 0.00
C -1.302 0.647 4.203 0.00
C 4.063 0.897 1.284 0.00
C 0.085 2.450 -3.303 0.00
C -0.082 -2.351 -4.492 0.00
C -1.316 4.086 -1.527 0.00
C -0.708 1.811 8.211 0.00
C -0.345 3.707 -3.707 0.00
C 3.062 1.862 1.293 0.00
C -0.139 -1.198 1.596 0.00
C -1.863 -1.361 -2.675 0.00
C -1.095 1.052 5.580 0.00
C -0.432 -2.984 -1.853 0.00
C -0.425 -1.413 0.152 0.00
C -2.394 -3.733 -3.344 0.00
C -1.925 2.020 6.153 0.00
C -0.325 -1.777 -3.091 0.00
C 1.967 1.730 0.458 0.00
C 1.186 -2.070 -5.159 0.00
C -0.182 2.021 -2.003 0.00
C -0.888 2.841 -1.108 0.00
C 0.118 0.844 7.645 0.00
C -2.088 -3.862 -4.627 0.00
C -1.975 -0.386 -1.502 0.01
C -0.181 -2.581 -0.443 0.00
C -1.725 2.396 7.468 0.00
C -0.072 0.462 6.333 0.00
C 2.134 -1.275 -4.657 0.00
C -0.897 -3.203 -5.148 0.00
C 2.864 -0.373 -0.367 0.00
C 1.860 0.604 -0.370 0.00
C -1.710 -2.782 -2.474 0.00
C 0.708 -0.700 -2.725 0.00
C 1.830 -0.546 -3.458 0.00
C 3.967 -0.214 0.453 0.00
C 1.029 -1.907 2.198 0.00
C -1.038 4.520 -2.822 0.00
H 2.526 0.229 -3.148 0.00
H 0.613 1.814 -4.002 0.00
H -0.577 -3.520 -6.132 0.00
H -2.718 2.472 5.574 0.00
H -1.105 2.503 -0.100 0.00
H -2.364 3.144 7.918 0.00
H 2.789 -1.247 -0.999 0.00
H -2.190 0.596 -1.916 0.00
H 4.929 1.017 1.921 0.00
H -2.629 -4.544 -5.267 0.00
H -0.140 4.049 -4.712 0.00
H -2.524 -1.093 -3.496 0.00
H 0.716 -2.910 2.509 0.00
H -3.172 -4.301 -2.835 0.00
H 1.384 -1.395 3.085 0.00
H -1.863 4.726 -0.848 0.00
H 4.756 -0.954 0.445 0.00
H 1.218 2.511 0.435 0.00
H 0.556 -0.296 5.886 0.00
H 1.339 -2.573 -6.105 0.00
H 0.902 0.389 8.234 0.00
H -1.369 5.499 -3.141 0.00
H 0.174 -3.406 0.163 0.00
H 1.823 -2.013 1.464 0.00
H 3.149 2.730 1.932 0.00
H 3.076 -1.114 -5.162 0.00
H -0.559 2.106 9.241 0.00
H 0.039 -3.929 -2.107 0.00
```

Net charge: +3
Molecular weight in g mol⁻¹: 868.74
Energy relative to the best compared isomer or geometry (same formula, charge and spin) in kJ/mol: 570.9
Max |F| in eV/Å: 0.664
Multiplicity: 2
HOMO energy (alpha / beta) in eV: -15.437 / -15.402
Gap between HOMO and LUMO (alpha / beta) in eV: 5.26 / 5.21

=====

Which energy belongs to each record? In order, -103743.3676, -102823.4594, -64500.6737 eV.